Entry 1:
C20H28NO3PPt | wB97M-V/def2-TZVPD

net charge: +2
gap between HOMO and LUMO (alpha / beta): 5.6 / 3.8 eV
LUMO energy (alpha / beta): -0.2201 / -0.3702 Ha
spin multiplicity: 5

Element x y z (Å)
C: -2.393 0.191 -3.762
C: -2.087 -0.875 -2.922
C: -1.413 -0.698 -1.705
C: -1.098 0.610 -1.272
C: -1.325 1.653 -2.175
C: -2.035 1.472 -3.360
C: -1.162 -1.930 -0.906
C: -0.435 -3.086 -1.619
N: 0.910 -2.775 -2.055
Pt: -0.412 1.214 0.656
C: -0.830 3.030 -1.848
P: 0.465 2.829 -0.556
H: -2.376 -1.887 -3.212
H: -2.266 2.345 -3.972
H: -2.910 0.028 -4.710
H: -1.623 3.671 -1.432
H: -0.424 3.550 -2.726
H: -0.578 -1.715 -0.010
H: -2.132 -2.330 -0.561
H: -0.337 -3.880 -0.862
C: 0.968 4.481 -0.057
C: 1.859 2.157 -1.502
H: -1.026 -3.436 -2.476
C: 1.185 -2.372 -3.394
C: 2.008 -3.166 -1.224
H: 1.392 0.944 0.817
H: 1.791 -3.134 -3.912
H: 0.245 -2.211 -3.941
H: 1.771 -1.434 -3.391
H: 2.369 -4.177 -1.492
H: 2.846 -2.468 -1.362
H: 1.685 -3.181 -0.171
H: 2.147 2.867 -2.288
H: 2.705 2.006 -0.821
H: 1.595 1.195 -1.954
H: 0.955 5.158 -0.920
H: 0.274 4.842 0.709
H: 1.990 4.429 0.333
H: 1.163 0.390 0.309
O: -0.239 1.562 3.020
C: -0.305 0.602 4.017
C: -0.153 0.974 5.350
C: 0.019 -0.019 6.311
C: 0.016 -1.374 5.939
C: -0.168 -1.733 4.608
C: -0.393 -0.734 3.649
C: -0.598 -1.079 2.215
O: -0.027 -2.060 1.714
O: -1.425 -0.268 1.578
H: -0.208 2.454 3.428
H: -0.165 2.030 5.614
H: 0.155 0.250 7.358
H: 0.160 -2.150 6.690
H: -0.132 -2.760 4.258

Entry 2:
C6H10N4O2 | wB97M-V/def2-TZVPD

gap between HOMO and LUMO (alpha / beta): 6.8 / 6.3 eV
LUMO energy (alpha / beta): 0.0289 / -0.0832 Ha
spin multiplicity: 3

Element x y z (Å)
C: -1.380 0.963 -0.154
C: -1.335 2.096 0.515
C: 1.236 -1.179 -1.546
C: 0.460 -0.669 0.794
C: 0.245 -1.444 -0.480
C: -0.396 3.149 -0.016
N: 1.309 -1.988 -2.525
N: -1.726 0.171 -0.997
N: -1.232 -1.081 -0.945
N: 0.508 -1.125 1.987
O: 0.848 -0.562 3.038
O: 0.147 -2.472 2.188
H: -1.649 2.282 1.508
H: 1.837 -0.164 -1.693
H: 0.899 0.364 0.775
H: 0.242 -2.553 -0.335
H: -0.767 4.135 0.215
H: -0.432 2.985 -1.122
H: 0.556 2.922 0.428
H: 1.988 -1.645 -3.172
H: 0.333 -2.474 3.188
H: -1.690 -1.711 -1.650

Entry 3:
C2H5N3S | wB97M-V/def2-TZVPD

net charge: +2
gap between HOMO and LUMO: 8.2 eV
energy relative to the best compared isomer or geometry (same formula, charge and spin): 5.79 kcal/mol
LUMO energy: -0.4138 Ha
SMILES: C1=[NH+]C=[NH+]SN1

Element x y z (Å)
C: 0.370 1.245 0.073
N: 1.087 0.072 0.158
C: 0.529 -1.212 0.078
N: -0.746 -1.454 -0.099
S: -1.971 -0.084 0.079
N: -0.928 1.265 -0.129
H: 0.980 2.170 0.034
H: 2.045 0.276 0.106
H: 1.307 -1.877 0.124
H: -1.180 -2.455 -0.164
H: -1.494 2.055 -0.260

Entry 4:
C21H36HgP2Se | wB97M-V/def2-TZVPD

gap between HOMO and LUMO: 7.1 eV
energy relative to the best compared isomer or geometry (same formula, charge and spin): 0.00 kcal/mol
LUMO energy: 0.0098 Ha

Element x y z (Å)
P: -0.004 -1.498 -3.513
P: 0.225 1.749 -3.273
C: -0.227 -0.467 -5.033
C: 0.427 0.917 -4.934
H: -1.310 -0.396 -5.220
H: 0.224 -1.048 -5.850
H: 1.509 0.862 -5.131
H: -0.016 1.600 -5.674
C: -1.440 2.474 -3.554
H: -1.728 3.106 -2.702
H: -2.197 1.688 -3.683
H: -1.389 3.085 -4.464
C: 1.337 3.170 -3.521
H: 0.974 3.771 -4.367
H: 2.348 2.799 -3.737
H: 1.366 3.782 -2.612
C: -1.113 -2.904 -3.789
H: -1.200 -3.494 -2.867
H: -0.701 -3.525 -4.595
H: -2.108 -2.529 -4.070
C: 1.677 -2.139 -3.814
H: 2.407 -1.318 -3.849
H: 1.656 -2.652 -4.784
H: 1.969 -2.846 -3.027
Hg: 0.941 0.182 3.812
C: 0.218 1.711 -0.430
C: -1.102 1.481 -0.577
C: -1.651 0.252 -1.199
C: -1.851 -0.956 -0.255
C: -0.775 -1.978 -0.362
C: 0.506 -1.800 -0.765
C: 1.232 -0.525 -1.058
C: 1.167 0.616 -0.015
C: 0.763 -1.848 3.194
H: 0.599 2.745 -0.440
H: -1.836 2.263 -0.362
H: -0.980 -0.074 -2.015
H: -2.618 0.498 -1.668
H: -2.004 -0.599 0.782
H: -2.799 -1.457 -0.532
H: -1.039 -2.964 0.044
H: 1.134 -2.700 -0.867
H: 0.871 -0.071 -2.014
H: 2.294 -0.754 -1.273
H: 0.931 0.203 0.985
H: 2.176 1.055 0.050
H: 1.574 -2.442 3.640
H: 0.774 -1.922 2.101
H: -0.204 -2.186 3.589
Se: 0.772 2.299 5.250
C: 0.239 1.444 6.822
C: -1.118 1.106 7.054
C: -1.443 0.180 8.049
C: -0.436 -0.366 8.858
C: 0.893 0.069 8.719
C: 1.221 1.017 7.747
H: -1.880 1.525 6.401
H: -2.484 -0.122 8.185
H: -0.686 -1.115 9.614
H: 1.678 -0.329 9.365
H: 2.241 1.376 7.630

Entry 5:
C31H38AsBrF6N4O5Ti | wB97M-V/def2-TZVPD

net charge: -1
gap between HOMO and LUMO (alpha / beta): 4.0 / 4.6 eV
energy relative to the best compared isomer or geometry (same formula, charge and spin): 0.00 kcal/mol
LUMO energy (alpha / beta): 0.0702 / -0.0201 Ha
spin multiplicity: 4

Element x y z (Å)
Ti: 1.579 0.166 1.578
N: 1.077 1.660 3.306
C: 0.797 1.075 4.625
C: -0.438 0.188 4.573
C: -0.257 -1.097 3.772
O: -0.901 -2.093 4.053
O: 0.579 -1.031 2.783
H: 1.989 2.113 3.296
H: 0.394 2.374 3.075
H: 0.659 1.852 5.383
H: 1.668 0.488 4.914
H: -1.268 0.739 4.114
H: -0.761 -0.090 5.575
C: -5.751 2.709 -0.308
C: -5.137 1.804 -1.388
C: -4.909 2.618 -2.671
C: -6.124 0.680 -1.701
C: -3.799 1.283 -0.882
C: -2.772 2.200 -0.610
C: -1.567 1.768 -0.149
Br: -0.220 3.013 0.196
C: -1.274 0.351 0.050
O: -0.149 0.001 0.450
C: -2.352 -0.595 -0.230
C: -3.553 -0.076 -0.663
C: -2.273 -2.118 -0.071
C: -3.262 -2.538 1.032
C: -2.693 -2.753 -1.408
C: -0.911 -2.699 0.310
H: -6.709 3.103 -0.655
H: -5.102 3.555 -0.077
H: -5.921 2.152 0.615
H: -5.866 2.978 -3.052
H: -4.439 2.006 -3.442
H: -4.272 3.486 -2.496
H: -7.048 1.112 -2.089
H: -6.378 0.102 -0.810
H: -5.731 -0.003 -2.456
H: -2.924 3.260 -0.759
H: -4.353 -0.773 -0.863
H: -4.282 -2.204 0.832
H: -2.945 -2.145 1.999
H: -3.271 -3.627 1.104
H: -3.710 -2.486 -1.699
H: -2.644 -3.840 -1.318
H: -2.017 -2.443 -2.208
H: -0.558 -2.338 1.271
H: -0.149 -2.495 -0.439
H: -1.027 -3.784 0.384
O: 3.406 3.647 0.499
C: 2.910 2.565 0.212
O: 2.601 1.663 1.149
C: 2.540 2.142 -1.130
C: 2.804 2.982 -2.226
C: 2.439 2.601 -3.484
C: 1.811 1.321 -3.670
C: 1.446 0.824 -4.922
C: 0.878 -0.437 -5.071
C: 0.671 -1.222 -3.940
C: 1.004 -0.752 -2.682
C: 1.578 0.528 -2.501
N: 1.909 0.938 -1.255
H: 3.295 3.926 -2.029
H: 2.631 3.231 -4.346
H: 1.631 1.443 -5.795
H: 0.615 -0.807 -6.054
H: 0.257 -2.219 -4.048
H: 0.865 -1.363 -1.798
C: 5.859 -2.416 -0.615
N: 4.510 -2.327 -0.096
C: 3.839 -3.297 0.613
C: 2.688 -2.721 1.043
N: 2.647 -1.416 0.600
C: 3.760 -1.216 -0.073
H: 5.972 -3.322 -1.208
H: 6.575 -2.416 0.205
H: 6.046 -1.553 -1.249
H: 4.248 -4.280 0.761
H: 1.904 -3.125 1.660
H: 4.047 -0.284 -0.530
F: 3.133 -0.309 3.106
As: 4.842 -0.023 3.598
F: 5.179 -1.675 3.189
F: 5.219 0.426 1.974
F: 6.465 0.250 4.105
F: 4.378 1.602 3.972
F: 4.372 -0.517 5.189

Entry 6:
C4H6N2O | wB97M-V/def2-TZVPD

gap between HOMO and LUMO: 9.1 eV
energy relative to the best compared isomer or geometry (same formula, charge and spin): 17.17 kcal/mol
LUMO energy: 0.0243 Ha
SMILES: Cc1ncc(O)[nH]1

Element x y z (Å)
C: 2.149 -0.216 0.107
C: 0.695 -0.079 -0.218
N: 0.107 -0.620 -1.253
C: -1.244 -0.374 -1.099
C: -1.465 0.292 0.063
O: -2.589 0.720 0.702
N: -0.222 0.491 0.637
H: 2.734 -0.192 -0.815
H: 2.335 -1.183 0.591
H: 2.508 0.566 0.784
H: -1.974 -0.677 -1.837
H: -2.980 -0.044 1.148
H: -0.055 1.316 1.190

Entry 7:
N2O6S4Yb | wB97M-V/def2-TZVPD

net charge: +1
gap between HOMO and LUMO (alpha / beta): 6.9 / 6.9 eV
LUMO energy (alpha / beta): -0.2417 / -0.2417 Ha
spin multiplicity: 2

Element x y z (Å)
N: 2.322 -1.683 2.097
S: 1.520 -2.584 1.188
O: 0.270 -1.998 0.576
Yb: -0.441 0.061 0.030
N: -1.966 1.387 -2.909
S: -0.853 0.412 -3.283
O: 0.074 0.064 -2.154
S: -2.722 1.333 -1.280
O: -1.594 1.984 -0.489
O: -2.581 -0.174 -0.980
S: 1.752 -0.029 2.719
O: 3.036 0.629 3.046
O: 1.183 0.599 1.439

Entry 8:
C9H10N2O2S | wB97M-V/def2-TZVPD

gap between HOMO and LUMO (alpha / beta): 6.9 / 5.4 eV
energy relative to the best compared isomer or geometry (same formula, charge and spin): 11.18 kcal/mol
LUMO energy (alpha / beta): 0.0270 / -0.1063 Ha
spin multiplicity: 3

Element x y z (Å)
C: 1.167 -2.558 1.241
C: 1.522 -2.672 -0.112
C: 0.527 -1.402 1.716
C: 1.153 -1.688 -1.037
C: 0.259 -0.426 0.810
C: 0.494 -0.547 -0.558
C: -0.407 1.533 -0.237
C: -0.557 1.497 2.166
C: 0.120 0.777 -2.734
N: -0.267 0.870 0.905
N: 0.153 0.526 -1.344
O: -2.708 1.285 -1.479
O: -2.784 2.591 0.582
S: -2.219 2.464 -0.745
H: 1.378 -3.378 2.047
H: 2.224 -3.512 -0.362
H: 0.401 -1.265 2.759
H: 1.361 -1.751 -2.052
H: -0.088 1.029 2.937
H: -0.216 2.500 2.124
H: -1.572 1.511 2.517
H: 0.869 1.466 -2.951
H: 0.145 -0.122 -3.265
H: -0.953 1.273 -2.928

Entry 9:
C27H53BCl3FI2N4O12PS | wB97M-V/def2-TZVPD

net charge: -1
gap between HOMO and LUMO: 6.6 eV
energy relative to the best compared isomer or geometry (same formula, charge and spin): 0.00 kcal/mol
LUMO energy: 0.0642 Ha

Element x y z (Å)
C: 4.004 -1.797 -0.547
C: 2.615 -2.091 -0.985
Cl: 2.377 -2.152 -2.700
C: 1.578 -2.293 -0.191
Cl: 1.903 -2.184 1.513
C: 0.088 -2.562 -0.529
C: -0.638 -1.213 -0.496
I: 0.432 0.623 -0.751
C: -1.944 -1.057 -0.297
C: -2.638 0.275 -0.252
I: -3.269 -2.676 -0.005
O: -0.283 -3.446 0.521
B: 0.097 -4.804 0.052
O: -1.140 -5.642 0.354
C: -1.243 -6.717 -0.332
N: -1.379 -7.758 -0.853
P: 1.473 -5.819 1.093
O: 1.250 -5.254 2.654
Cl: 3.380 -5.191 0.462
O: 0.459 -4.691 -1.371
C: -0.294 -3.560 -1.663
S: -0.469 -3.115 -3.423
O: 0.544 -3.635 -4.267
O: -1.792 -3.496 -3.779
F: -0.419 -1.556 -3.459
H: 3.981 -1.045 0.228
H: 4.495 -2.702 -0.219
H: 4.582 -1.429 -1.386
H: -2.501 0.770 -1.203
H: -2.230 0.869 0.552
H: -3.698 0.115 -0.116
H: 0.374 -4.845 2.680
H: -1.302 -3.893 -1.447
C: -3.936 -4.565 7.930
O: -3.830 -5.765 7.195
C: -4.894 -6.002 6.281
C: -4.472 -5.785 4.841
N: -4.247 -4.377 4.547
C: -3.550 -4.110 3.283
C: -2.179 -4.733 3.041
O: -1.117 -4.207 3.822
C: -1.024 -4.702 5.142
H: -3.234 -4.625 8.761
H: -3.675 -3.688 7.329
H: -4.944 -4.433 8.336
H: -5.774 -5.402 6.533
H: -5.167 -7.054 6.396
H: -5.261 -6.163 4.183
H: -3.575 -6.393 4.671
H: -3.708 -3.965 5.295
H: -3.440 -3.027 3.212
H: -4.208 -4.412 2.462
H: -1.914 -4.500 2.012
H: -2.195 -5.828 3.109
H: -1.299 -5.758 5.204
H: -1.636 -4.110 5.829
H: 0.014 -4.598 5.459
C: 4.196 3.130 -0.929
O: 4.388 1.919 -1.625
C: 3.366 1.604 -2.570
C: 3.834 1.802 -3.996
N: 4.010 3.214 -4.324
C: 4.744 3.476 -5.560
C: 6.156 2.915 -5.720
O: 7.139 3.525 -4.903
C: 7.175 3.076 -3.561
H: 4.871 3.129 -0.073
H: 4.434 4.005 -1.546
H: 3.169 3.220 -0.561
H: 2.449 2.166 -2.370
H: 3.140 0.551 -2.436
H: 3.092 1.369 -4.673
H: 4.766 1.235 -4.110
H: 4.495 3.671 -3.565
H: 4.812 4.562 -5.661
H: 4.136 3.119 -6.398
H: 6.465 3.128 -6.747
H: 6.191 1.825 -5.613
H: 6.951 2.010 -3.479
H: 6.494 3.654 -2.932
H: 8.185 3.245 -3.185
C: -0.115 7.929 0.288
O: -1.508 7.845 0.516
C: -2.317 8.260 -0.577
C: -2.970 7.086 -1.281
N: -2.000 6.290 -2.020
C: -2.483 4.984 -2.472
C: -3.015 3.990 -1.442
O: -2.036 3.430 -0.590
C: -1.633 4.244 0.493
H: 0.381 7.848 1.254
H: 0.249 7.115 -0.348
H: 0.158 8.887 -0.164
H: -1.752 8.881 -1.278
H: -3.111 8.880 -0.152
H: -3.721 7.468 -1.979
H: -3.491 6.499 -0.514
H: -1.185 6.142 -1.443
H: -1.649 4.503 -2.988
H: -3.262 5.151 -3.223
H: -3.422 3.145 -2.004
H: -3.850 4.392 -0.855
H: -2.461 4.833 0.896
H: -0.805 4.900 0.209
H: -1.264 3.584 1.279

Entry 10:
C30H40AsCl3N3OSi3Ti | wB97M-V/def2-TZVPD

net charge: +2
gap between HOMO and LUMO (alpha / beta): 6.8 / 6.7 eV
energy relative to the best compared isomer or geometry (same formula, charge and spin): 0.00 kcal/mol
LUMO energy (alpha / beta): -0.2477 / -0.2501 Ha
spin multiplicity: 2

Element x y z (Å)
Ti: -0.021 0.867 0.698
C: 3.608 -0.207 3.101
C: 3.045 -1.186 3.889
C: 1.670 -1.404 3.816
C: 0.920 -0.642 2.954
N: 1.493 0.235 2.082
C: 2.801 0.458 2.185
C: -0.543 -0.392 3.155
C: -1.366 -0.871 4.156
C: -2.469 -0.095 4.511
C: -2.650 1.174 3.970
C: -1.807 1.567 2.945
N: -0.899 0.708 2.482
C: -1.641 2.910 2.336
C: -2.380 4.020 2.687
C: -2.023 5.249 2.142
C: -0.948 5.316 1.277
C: -0.269 4.146 0.961
N: -0.603 2.966 1.475
H: 4.658 0.038 3.168
H: 3.648 -1.750 4.587
H: 1.189 -2.118 4.470
H: 3.221 1.189 1.509
H: -1.132 -1.777 4.697
H: -3.135 -0.442 5.289
H: -3.400 1.841 4.371
H: -3.209 3.939 3.375
H: -2.578 6.141 2.400
H: -0.635 6.253 0.840
H: 0.556 4.152 0.260
Cl: -5.495 4.356 -2.138
C: -4.012 3.555 -1.784
C: -4.029 2.392 -1.029
C: -2.822 1.783 -0.761
Cl: -2.754 0.317 0.198
C: -1.597 2.271 -1.210
O: -0.455 1.639 -0.891
C: -1.625 3.436 -1.972
Cl: -0.137 4.080 -2.567
C: -2.818 4.079 -2.258
H: -4.959 1.977 -0.667
H: -2.815 4.983 -2.851
C: 1.127 -3.883 1.481
Si: 0.605 -3.586 -0.280
C: -1.122 -4.236 -0.494
C: 1.875 -4.287 -1.434
As: 0.397 -1.252 -0.716
Si: -0.649 -1.250 -2.898
C: -0.166 -2.748 -3.890
C: -2.497 -1.272 -2.679
C: -0.107 0.288 -3.793
Si: 2.615 -0.624 -1.359
C: 3.842 -1.546 -0.279
C: 3.045 -0.985 -3.138
C: 2.714 1.245 -1.086
H: 1.290 -4.956 1.610
H: 0.349 -3.580 2.186
H: 2.057 -3.378 1.738
H: -1.155 -5.307 -0.282
H: -1.519 -4.085 -1.496
H: -1.792 -3.737 0.210
H: 1.758 -5.372 -1.504
H: 2.876 -4.090 -1.046
H: 1.810 -3.878 -2.441
H: -0.299 -3.694 -3.372
H: 0.857 -2.706 -4.265
H: -0.827 -2.759 -4.761
H: -2.822 -1.843 -1.810
H: -2.940 -1.736 -3.564
H: -2.902 -0.262 -2.603
H: 0.873 0.165 -4.257
H: -0.073 1.165 -3.148
H: -0.824 0.488 -4.594
H: 3.391 -2.012 0.594
H: 4.651 -0.895 0.058
H: 4.300 -2.338 -0.874
H: 3.902 -1.658 -3.177
H: 3.314 -0.067 -3.666
H: 2.234 -1.454 -3.691
H: 2.241 1.643 -0.177
H: 2.225 1.764 -1.913
H: 3.759 1.564 -1.050

Entry 11:
C3H14KO4 | wB97M-V/def2-TZVPD

net charge: +1
gap between HOMO and LUMO: 9.5 eV
energy relative to the best compared isomer or geometry (same formula, charge and spin): 0.00 kcal/mol
LUMO energy: -0.1217 Ha

Element x y z (Å)
K: 1.404 -1.716 -0.156
O: 0.064 -3.361 1.851
H: 0.701 -3.901 2.327
H: -0.729 -3.903 1.794
O: 1.828 -0.062 1.827
H: 1.665 0.787 2.250
H: 2.504 -0.473 2.377
O: 2.391 -4.181 -0.440
H: 2.502 -4.377 -1.377
H: 2.712 -4.973 0.002
C: -2.396 2.682 -0.622
C: -0.933 2.492 -0.957
C: -0.430 1.139 -0.507
O: -0.689 2.531 -2.361
H: -2.540 2.732 0.460
H: -2.992 1.867 -1.028
H: -2.743 3.632 -1.030
H: -0.346 3.277 -0.464
H: 0.554 0.981 -0.952
H: -1.130 0.378 -0.863
H: -0.362 1.091 0.580
H: -1.034 3.358 -2.714